Entry 1:
C27H74AsF6O10 | ωB97M-V with the def2-TZVPD basis set

Results
Orbital gap = 8.94 eV
Net charge = -1
HOMO energy = -0.2668 Eh
Relative energy (zero: lowest compared OMol25 entry of this formula, charge and spin) = 8.2 kcal per mole
2S+1 = 1
E_LUMO = 1.684 eV

Geometry (Å):
As 0.6538 -0.1527 -0.1339
F -0.7831 -0.9839 -0.9006
F 1.7607 -1.0395 -1.2796
F 2.0467 0.7069 0.5949
F -0.4523 0.7825 1.0077
F 0.8164 -1.5489 0.9750
F 0.6435 1.1020 -1.3864
O 4.2367 -1.9692 -1.6300
H 3.2811 -1.9852 -1.6820
H 4.4274 -1.3813 -0.8991
C 3.5179 2.5699 -4.8619
C 3.0311 1.8487 -3.5434
C 3.8355 2.3250 -2.2991
O 1.6051 2.1625 -3.4522
H 3.4179 3.6475 -4.7320
H 2.8051 2.2778 -5.6331
H 4.5578 2.3445 -5.0982
H 3.2470 0.7875 -3.6673
H 3.4283 1.8575 -1.4026
H 3.9477 3.4074 -2.2374
H 4.8054 1.8525 -2.4551
H 1.3382 1.8427 -2.5873
C -0.5333 -3.9507 0.5482
C 0.3094 -4.7577 1.3702
C 0.8223 -5.9943 0.5119
O 1.5263 -4.1081 1.8104
H -0.0930 -3.5144 -0.3484
H -1.0172 -3.1023 1.0321
H -1.3581 -4.5478 0.1591
H -0.3436 -5.0675 2.1861
H 1.5147 -5.6102 -0.2372
H 0.0418 -6.5464 -0.0117
H 1.3214 -6.7148 1.1599
H 1.3623 -3.1931 2.0502
C -4.1075 -1.8129 -3.0116
C -4.2293 -1.3543 -1.6016
C -3.9305 -2.4243 -0.5936
O -3.3523 -0.2785 -1.4020
H -4.9892 -2.4169 -3.2258
H -3.2288 -2.3586 -3.3554
H -4.1737 -0.9559 -3.6817
H -5.2306 -0.9510 -1.4509
H -4.0960 -2.1413 0.4460
H -2.9235 -2.8103 -0.7520
H -4.5489 -3.3039 -0.7721
H -2.4592 -0.6305 -1.3936
C -4.4131 3.0984 -0.8724
C -3.2729 3.0334 -1.9541
C -1.9327 2.7097 -1.3782
O -3.6116 2.0623 -2.8179
H -5.4213 2.9355 -1.2535
H -4.4281 3.9715 -0.2201
H -4.2157 2.2894 -0.1691
H -3.2501 4.0168 -2.4237
H -1.6329 3.4463 -0.6327
H -1.1115 2.6275 -2.0902
H -1.9618 1.7685 -0.8290
H -3.6916 1.2143 -2.3751
C 1.6185 3.2662 2.8372
C 2.0273 4.3237 1.8460
C 1.2778 4.2517 0.4894
O 1.8175 5.5396 2.4665
H 0.6341 3.4619 3.2623
H 2.3684 3.0948 3.6095
H 1.5315 2.2683 2.4075
H 3.0831 4.3017 1.5758
H 1.4562 3.2686 0.0538
H 1.6577 5.0764 -0.1136
H 0.1948 4.3678 0.5323
H 1.5483 5.3356 3.3651
C 5.7578 -2.4562 2.0268
C 4.3740 -1.8296 1.9418
C 3.3917 -1.9657 3.1492
O 4.4862 -0.4535 1.7366
H 6.4570 -2.2049 1.2292
H 5.7739 -3.5413 2.1284
H 6.2803 -2.0110 2.8735
H 3.9266 -2.1005 0.9855
H 2.6069 -1.2096 3.1725
H 3.8789 -1.7155 4.0916
H 3.0087 -2.9517 3.4123
H 3.6975 -0.1176 1.3045
C -1.1358 -2.0275 3.7287
C -1.0497 -1.3159 5.1148
C 0.2471 -0.6123 5.4264
O -2.1170 -0.4878 5.2768
H -0.6158 -2.9851 3.7553
H -0.6628 -1.4894 2.9072
H -2.1752 -2.2452 3.4833
H -1.1369 -2.1286 5.8359
H 1.2068 -1.1243 5.3566
H 0.1539 -0.1370 6.4029
H 0.3117 0.1273 4.6284
H -2.0176 0.3609 4.8392
C -2.9909 3.2273 2.5693
C -2.8202 1.8447 3.1773
C -3.4093 0.7460 2.3254
O -1.4655 1.5819 3.4022
H -2.4838 4.0245 3.1127
H -4.0135 3.5125 2.3222
H -2.5108 3.1403 1.5946
H -3.2932 1.9131 4.1569
H -4.2974 1.0697 1.7827
H -3.7734 -0.0292 2.9996
H -2.6805 0.3562 1.6147
H -1.0869 1.4110 2.5367
C -0.5942 -0.7764 -4.1187
C 0.2808 -0.7839 -5.3803
C -0.4692 -1.3999 -6.5782
O 0.5424 0.5701 -5.6555
H -0.3716 0.1001 -3.5102
H -0.2809 -1.6950 -3.6227
H -1.6625 -0.7546 -4.3338
H 1.2212 -1.2417 -5.0736
H 0.1607 -1.5245 -7.4590
H -1.4406 -0.9754 -6.8317
H -0.8105 -2.4142 -6.3715
H 0.8781 1.0805 -4.9150

---

Entry 2:
C2H7INO | ωB97M-V with the def2-TZVPD basis set

Results
Orbital gap (alpha / beta) = 8.86 / 8.06 eV
Net charge = +1
HOMO energy (alpha / beta) = -0.4916 / -0.4650 Eh
Relative energy (zero: lowest compared OMol25 entry of this formula, charge and spin) = 91.5 kcal per mole
2S+1 = 1
E_LUMO (alpha / beta) = -4.517 / -4.589 eV

Geometry (Å):
C -1.1489 -0.2361 -0.1703
C 1.0541 0.9722 -0.4237
N -0.7643 -1.4639 0.4715
O 0.7924 1.9566 0.5077
I 2.5262 -0.4776 -0.1384
H -1.2568 0.6561 0.3520
H -1.4619 -0.2413 -1.1721
H 1.2751 1.4391 -1.4592
H 0.2908 -1.5904 0.3884
H -1.3746 -2.3250 0.1185
H -0.7009 -1.4606 1.4922
H 0.7687 2.7709 0.0334

---

> Among the records above, which one has the highest relative energy (zero: lowest compared OMol25 entry of this formula, charge and spin)?

C2H7INO